{"formula": "C22H60O8", "method": "ωB97M-V/def2-TZVPD", "species": ["C", "C", "C", "O", "H", "H", "H", "H", "H", "H", "H", "H", "C", "C", "C", "O", "H", "H", "H", "H", "H", "H", "H", "H", "C", "C", "C", "O", "H", "H", "H", "H", "H", "H", "H", "H", "C", "C", "C", "O", "H", "H", "H", "H", "H", "H", "H", "H", "C", "C", "C", "O", "H", "H", "H", "H", "H", "H", "H", "H", "C", "C", "C", "O", "H", "H", "H", "H", "H", "H", "H", "H", "C", "C", "C", "O", "H", "H", "H", "H", "H", "H", "H", "H", "C", "O", "H", "H", "H", "H"], "xyz": [[-2.9686, 4.8153, 1.1749], [-2.5607, 3.5571, 1.8857], [-3.4322, 3.2517, 3.1600], [-2.4391, 2.3868, 1.0680], [-2.9872, 5.6255, 1.9039], [-3.9889, 4.7014, 0.8088], [-2.3481, 5.0186, 0.3021], [-1.5508, 3.7929, 2.2213], [-3.2220, 3.9870, 3.9367], [-3.2598, 2.2169, 3.4561], [-4.4941, 3.3212, 2.9243], [-1.9679, 2.6831, 0.2858], [2.5753, -2.4261, -3.5489], [3.4521, -3.5946, -2.9979], [4.9408, -3.1721, -2.9529], [2.8914, -3.9200, -1.7508], [1.5658, -2.8355, -3.5852], [2.8360, -1.9989, -4.5173], [2.5884, -1.5224, -2.9396], [3.3656, -4.4078, -3.7185], [5.5757, -3.8687, -3.5003], [5.2347, -2.9300, -1.9316], [5.0935, -2.2437, -3.5033], [2.0571, -4.3374, -1.9774], [2.0993, -0.9030, 1.7855], [2.6965, -2.0201, 0.8899], [2.3367, -3.4292, 1.3023], [2.0800, -1.7694, -0.3340], [2.5343, -0.8453, 2.7833], [1.0125, -0.9805, 1.7562], [2.2801, 0.0647, 1.3176], [3.7729, -1.8497, 0.8717], [2.5585, -3.6656, 2.3430], [2.8211, -4.1887, 0.6885], [1.2706, -3.6438, 1.2271], [2.4281, -2.4647, -0.8970], [0.1459, 2.7656, -3.1424], [-0.0511, 3.1085, -1.7007], [-0.1062, 4.5693, -1.4686], [-1.2274, 2.5445, -1.3385], [1.1030, 3.2129, -3.4109], [-0.5694, 3.2290, -3.8218], [0.1872, 1.6951, -3.3437], [0.6503, 2.5834, -1.0525], [-0.3029, 4.8286, -0.4283], [-0.8814, 5.0420, -2.0717], [0.8055, 5.1298, -1.6750], [-1.0720, 1.6207, -1.1284], [-5.2373, -1.5413, -1.3443], [-6.4463, -2.3200, -0.7755], [-6.6752, -3.6524, -1.4235], [-6.3153, -2.6130, 0.5826], [-4.3064, -2.1053, -1.2869], [-5.0714, -0.5388, -0.9500], [-5.3667, -1.5099, -2.4262], [-7.3210, -1.6729, -0.8421], [-6.9379, -3.4684, -2.4653], [-7.5106, -4.1685, -0.9504], [-5.8550, -4.3677, -1.3609], [-6.8198, -1.9403, 1.0458], [-1.9116, -0.8740, 3.6655], [-0.9899, 0.1665, 4.2681], [0.2616, -0.3160, 5.0082], [-0.5685, 1.0283, 3.2854], [-1.3709, -1.6729, 3.1581], [-2.7060, -0.3804, 3.1057], [-2.4290, -1.3539, 4.4962], [-1.5055, 0.7091, 5.0605], [0.8614, 0.4696, 5.4676], [0.8847, -0.7659, 4.2352], [-0.0877, -1.0432, 5.7412], [-1.2607, 0.9201, 2.6291], [4.9309, 1.5759, 0.3540], [4.7779, 0.7384, -0.9252], [3.6523, 1.1631, -1.9045], [6.0131, 0.6598, -1.6055], [4.1948, 1.3361, 1.1213], [4.8413, 2.6472, 0.1743], [5.8901, 1.4733, 0.8615], [4.5921, -0.3054, -0.6721], [3.6887, 2.2489, -1.8161], [2.6689, 0.9031, -1.5128], [3.8084, 0.8470, -2.9359], [6.7445, 0.2573, -1.1317], [-1.0979, -0.5390, -0.4361], [0.0405, 0.0049, -0.9983], [-1.8749, -0.4166, -1.1906], [-1.0104, -1.6193, -0.3200], [-1.5138, -0.1517, 0.4940], [0.8093, -0.5467, -0.8363]], "atomic_forces_ev_per_a": [[-1.2, -0.3, -0.4], [0.6, -0.5, 1.4], [0.4, 0.1, -1.6], [-1.0, 0.6, 1.0], [0.3, 0.2, -0.2], [-0.2, 0.1, -0.1], [0.1, 0.2, 0.2], [0.3, -0.2, 0.5], [0.1, -0.3, 0.1], [0.3, 0.2, 0.4], [-0.1, 0.1, -0.2], [0.3, -0.1, -0.8], [0.2, -0.2, -0.1], [0.3, 2.3, -1.6], [-0.7, 0.3, 0.0], [1.3, -0.1, 0.3], [-0.3, 0.3, -0.1], [0.2, -0.6, -0.4], [0.0, -0.3, 0.6], [-0.2, -0.3, 0.2], [0.2, -0.4, 0.7], [0.3, -0.5, 0.0], [-0.3, 0.2, 0.0], [-1.1, -0.8, 0.2], [0.4, -0.3, -0.5], [-1.2, 1.1, 1.8], [0.0, -0.8, 0.8], [0.2, 0.7, -0.8], [-0.3, -0.3, 0.1], [-0.1, -0.2, 0.5], [0.3, 0.0, -0.2], [0.3, -0.3, -0.3], [0.4, 0.2, 0.2], [0.2, 0.2, -0.1], [-0.2, 0.4, -0.3], [-0.1, -0.6, -1.1], [1.6, 0.5, -1.0], [1.3, -0.7, -0.6], [0.1, 1.6, 0.6], [-3.7, -0.5, 1.4], [0.3, -0.2, -0.4], [-0.4, 0.0, 0.3], [0.0, 0.0, 0.2], [1.1, 0.5, -0.3], [-0.2, -0.3, 0.1], [-0.2, -0.1, -0.1], [0.3, -0.4, -0.3], [0.2, -0.3, -0.2], [-0.1, -0.9, -0.6], [0.8, 0.5, -0.2], [-0.6, -0.2, -1.0], [0.2, 0.3, 1.7], [0.0, -0.1, 0.6], [-0.3, -0.1, 0.1], [-0.2, 0.5, -0.2], [-0.3, -0.1, -0.7], [0.1, -0.4, -0.2], [-0.2, 0.2, 0.0], [0.4, 0.4, 0.0], [0.3, -0.1, 0.4], [0.1, -0.5, 1.6], [0.7, -0.1, 1.8], [-0.5, -0.9, -0.9], [0.1, 0.9, -1.3], [-0.1, 0.3, -0.5], [0.2, -0.1, -0.5], [-0.1, -0.2, 0.1], [-0.8, 0.4, 0.0], [-0.4, 0.2, 0.0], [0.2, -0.4, 0.3], [0.5, -0.1, 0.2], [0.2, 0.9, -0.8], [-0.5, 0.3, 0.1], [0.1, -1.7, 0.5], [1.0, 1.1, 1.4], [0.6, 1.1, -1.7], [-0.3, -0.1, -0.2], [-0.1, 0.1, -0.3], [0.2, -0.4, -0.3], [-0.5, -0.1, 0.6], [-0.2, 0.3, -0.7], [0.1, -0.4, -0.1], [0.0, -0.2, 0.3], [-0.5, -0.1, 0.5], [-1.4, -1.6, -0.7], [0.5, 1.4, 0.0], [-0.4, 0.0, 0.0], [0.1, -0.1, 0.1], [0.6, 0.6, 0.3], [0.5, -0.5, 0.3]], "lumo_ev": [2.393, 2.319], "multiplicity": 2, "total_charge": -1, "homo_lumo_gap_ev": [1.694, 9.623], "homo_energy_ev": [0.7, -7.3]}